# 1
The following is a quantum chemistry calculation of a cluster of 2 separate species, C6H17N2 in total, from the Open Molecules 2025 dataset.

XYZ file:
```
25
C6H17N2 | the Open Molecules 2025 dataset | wB97M-V/def2-TZVPD
C -2.703 -0.279 1.242
C -1.337 -0.059 1.877
N -0.545 0.898 1.061
C 0.827 1.123 1.597
H -3.286 -0.942 1.881
H -2.609 -0.699 0.244
H -3.255 0.656 1.154
H -0.786 -0.984 2.033
H -1.408 0.367 2.882
H -1.064 1.809 1.048
H 1.301 1.931 1.040
H 0.758 1.421 2.641
H 1.344 0.176 1.447
C 2.226 0.182 -1.915
C 1.000 -0.602 -1.544
C 1.029 -1.809 -0.985
N -0.214 0.129 -1.713
H 3.086 -0.482 -1.904
H 2.101 0.609 -2.910
H 2.377 1.034 -1.245
H 0.127 -2.359 -0.756
H 1.991 -2.248 -0.762
H -0.104 0.948 -2.297
H -0.482 0.561 0.065
H -0.988 -0.416 -2.078
```

For the HOMO energy (spin up / spin down), the calculation gives -2.60 / -9.14 eV. Its LUMO energy (spin up / spin down) is 0.9638 / 0.6793 eV. Its calculated total energy is -348.1729 Eh. Its multiplicity is 2.

=====

# 2
The following is a quantum chemistry calculation of a cluster of 2 separate species, C6H17N2 in total, from the Open Molecules 2025 dataset.

XYZ file:
```
25
C6H17N2 | the Open Molecules 2025 dataset | wB97M-V/def2-TZVPD
C 0.548 -0.597 -1.778
C 0.563 -1.890 -2.102
N 0.192 -2.400 -3.310
N 1.060 -0.166 -0.468
H 0.175 0.209 -2.384
H 0.961 -2.631 -1.412
H -0.076 -3.372 -3.311
H -0.388 -1.820 -3.897
H 0.316 0.237 0.123
H 1.786 0.552 -0.540
H 1.453 -0.942 0.065
C 0.892 0.605 2.913
C -0.494 0.613 2.285
C -0.773 1.854 1.427
C -1.989 1.689 0.522
H 1.692 0.645 2.164
H 1.055 -0.283 3.521
H 1.031 1.479 3.544
H -1.251 0.571 3.066
H -0.684 -0.306 1.705
H 0.112 2.126 0.833
H -0.928 2.709 2.090
H -1.833 0.925 -0.249
H -2.238 2.620 0.016
H -2.859 1.374 1.102
```

For the HOMO energy, the calculation gives -13.15 eV. As for the total charge: +1. Its LUMO energy is -3.0986 eV. Its calculated total energy is -348.0565 Eh. Its multiplicity is 1.

=====

# 3
The following is a quantum chemistry calculation of a cluster of 2 separate species, C6H17N2 in total, from the Open Molecules 2025 dataset.

XYZ file:
```
25
C6H17N2 | the Open Molecules 2025 dataset | wB97M-V/def2-TZVPD
C -1.870 -0.783 2.702
C -0.650 -0.760 1.797
C -0.179 0.637 1.546
C 0.964 1.150 1.997
H -2.676 -0.165 2.313
H -2.209 -1.799 2.876
H -1.607 -0.351 3.671
H -0.850 -1.285 0.858
H 0.153 -1.358 2.237
H -0.903 1.286 1.054
H 1.163 2.209 1.922
H 1.691 0.514 2.492
C -0.173 0.365 -2.353
N -0.970 -0.488 -3.207
C 1.094 -0.379 -1.957
N 1.883 0.462 -0.998
H -0.669 0.722 -1.434
H 0.112 1.256 -2.919
H -1.213 -1.354 -2.739
H -1.842 -0.036 -3.454
H 1.727 -0.621 -2.805
H 0.860 -1.297 -1.419
H 2.805 0.082 -0.783
H 1.974 1.431 -1.312
H 1.384 0.561 -0.086
```

For the HOMO energy, the calculation gives -13.41 eV. As for the total charge: +1. Its LUMO energy is -3.2636 eV. Its calculated total energy is -348.0498 Eh. Its multiplicity is 1.

=====

# 4
The following is a quantum chemistry calculation of a cluster of 2 separate species, C6H17N3 in total, from the Open Molecules 2025 dataset.

XYZ file:
```
26
C6H17N3 | the Open Molecules 2025 dataset | wB97M-V/def2-TZVPD
C -0.686 0.364 -0.372
C 0.444 0.759 -1.647
C -1.986 -0.072 -0.796
C 1.872 0.838 -1.496
C 0.939 -1.462 2.784
C -0.276 0.566 0.909
N -1.138 0.776 1.913
N -0.217 0.798 -2.861
N 0.561 -1.360 1.312
H -2.710 0.723 -1.001
H -2.490 -0.800 -0.099
H -2.001 -0.587 -1.782
H 2.544 0.025 -2.092
H 2.444 1.772 -1.765
H 1.936 0.776 -0.430
H 1.330 -2.510 3.069
H 1.531 -0.641 3.078
H -0.007 -1.460 3.315
H 0.693 0.836 1.024
H -2.089 0.477 1.928
H -0.801 1.150 2.761
H -1.184 0.198 -2.788
H 0.326 0.583 -3.790
H -0.646 1.788 -2.949
H 0.187 -2.293 0.984
H 1.428 -1.243 0.793
```

For the HOMO energy (spin up / spin down), the calculation gives -16.73 / -16.70 eV. As for the total charge: +2. Its LUMO energy (spin up / spin down) is -9.1890 / -8.6792 eV. Its calculated total energy is -402.2946 Eh. Its multiplicity is 1.

=====

| no. | F_max (eV/A) |
| --- | --- |
| 1 | 1.01 |
| 2 | 0.49 |
| 3 | 0.80 |
| 4 | 8.67 |